No. 1
ORCA calculation (ωB97M-V with the def2-TZVPD basis set) on an isolated molecule of C26H32N4O4S2.

## Properties
HOMO-LUMO gap: 7.557 eV
LUMO energy: -0.0183 eV
E_HOMO: -0.278 Ha

```
68
Properties=species:S:1:pos:R:3:forces:R:3:nbo_charge:R:1
O 5.65169 1.22253 2.19683 -0.3 0.1 0.2 -0.937
S 5.16758 -0.10219 1.95044 0.2 -0.1 0.2 2.337
O 5.72201 -0.87735 0.88177 -0.3 -0.2 0.0 -0.937
C 3.39243 0.00121 1.68773 0.6 0.1 0.0 -0.337
C 2.75840 -0.97814 0.94702 0.0 -0.1 -0.1 -0.205
C 1.38951 -0.91279 0.75975 0.1 0.1 0.1 -0.144
C 0.65724 0.14042 1.30941 0.3 0.0 0.0 -0.060
C -0.79731 0.21180 1.14271 -0.4 0.1 0.8 0.140
C -1.66833 0.30222 2.16677 0.1 0.0 -0.3 -0.425
S -3.32129 0.28879 1.63702 0.2 0.0 -0.5 0.308
C -2.76849 0.17934 -0.07348 -0.8 -0.2 0.8 0.344
N -3.45169 0.09301 -1.13121 0.6 -0.1 -0.6 -0.590
C -4.82027 0.18960 -1.26558 -0.4 0.1 0.1 0.222
C -5.41743 -0.57054 -2.27347 0.0 0.0 0.1 -0.259
C -6.77498 -0.48062 -2.50113 -0.1 0.0 0.0 -0.187
C -7.55668 0.37675 -1.74257 -0.2 0.0 0.0 -0.241
C -6.96697 1.14869 -0.75599 -0.2 0.0 0.0 -0.194
C -5.60972 1.06080 -0.51364 0.1 -0.1 0.0 -0.286
N -1.40388 0.14118 -0.09606 0.4 -0.1 0.1 -0.400
C -0.72893 0.28809 -1.36643 0.0 0.3 -0.5 -0.230
C -0.80640 1.72903 -1.87574 0.1 -0.2 -0.2 -0.409
C -0.31933 1.81964 -3.32122 0.0 0.0 0.2 -0.210
N -0.95577 0.83955 -4.18267 0.1 0.1 -0.1 -0.450
C -2.38307 1.06652 -4.36101 -0.1 -0.3 -0.2 -0.273
C -2.96314 -0.05844 -5.21686 -0.1 0.2 0.3 -0.071
O -2.33164 -0.14067 -6.47319 -0.1 0.1 -0.2 -0.523
C -0.94942 -0.34166 -6.30861 0.4 0.1 0.0 -0.071
C -0.31549 0.78000 -5.48613 -0.1 -0.3 -0.2 -0.245
C 1.31390 1.11756 2.05648 0.0 -0.1 -0.1 -0.196
C 2.68271 1.04948 2.24229 0.1 0.1 0.0 -0.184
N 5.41390 -0.96632 3.34365 0.0 0.6 -0.9 -0.675
C 5.18975 -2.39225 3.32873 -0.4 -0.6 0.0 -0.260
C 3.80953 -2.73708 3.89965 0.1 -0.1 -0.2 -0.087
O 3.63238 -2.16467 5.17736 0.1 -0.1 0.2 -0.523
C 3.75339 -0.75919 5.13772 0.1 0.2 0.0 -0.087
C 5.13136 -0.33992 4.61308 -0.4 0.3 0.5 -0.260
H 3.34876 -1.77205 0.51734 0.0 -0.1 -0.1 0.243
H 0.88237 -1.69019 0.20773 0.0 0.0 -0.1 0.220
H -1.44451 0.32747 3.21289 0.2 0.0 0.2 0.244
H -4.79876 -1.23387 -2.85811 0.1 0.0 -0.1 0.217
H -7.22823 -1.08062 -3.27691 0.0 0.0 -0.1 0.211
H -8.61880 0.44709 -1.92375 -0.1 0.0 0.0 0.212
H -7.56883 1.82749 -0.16896 -0.1 0.1 0.0 0.211
H -5.15458 1.68206 0.24366 0.0 0.1 0.0 0.214
H 0.31246 -0.01253 -1.25959 -0.1 -0.1 0.0 0.212
H -1.22604 -0.36129 -2.08962 0.2 0.0 0.1 0.250
H -1.83866 2.07216 -1.80579 0.0 0.0 0.1 0.215
H -0.19025 2.38134 -1.25287 0.0 0.0 0.0 0.209
H -0.47524 2.85019 -3.68832 0.1 -0.1 0.0 0.173
H 0.75542 1.61535 -3.34464 0.0 0.1 0.0 0.194
H -2.88055 1.05104 -3.39198 0.0 0.0 0.0 0.229
H -2.57506 2.03605 -4.85398 0.0 0.0 0.0 0.167
H -4.02186 0.11707 -5.41281 0.0 0.0 0.1 0.197
H -2.84225 -1.01140 -4.67997 -0.1 0.0 0.0 0.163
H -0.52000 -0.37392 -7.31145 0.0 0.0 0.1 0.193
H -0.76966 -1.30211 -5.80146 0.0 0.1 -0.1 0.163
H 0.74856 0.57303 -5.35077 0.0 0.0 0.0 0.202
H -0.42337 1.73345 -6.03379 0.0 0.0 0.0 0.167
H 0.74610 1.93341 2.47724 -0.1 0.1 0.0 0.230
H 3.21620 1.80740 2.79397 0.0 0.1 0.1 0.243
H 5.96374 -2.86525 3.94348 0.0 0.0 -0.1 0.207
H 5.29496 -2.72760 2.29792 0.0 -0.2 0.1 0.238
H 3.01927 -2.37930 3.22079 0.1 -0.1 0.1 0.166
H 3.70703 -3.81460 4.03702 0.0 0.0 -0.1 0.201
H 2.96128 -0.33739 4.49894 0.1 0.0 0.1 0.166
H 3.61081 -0.41676 6.16382 0.0 0.1 -0.1 0.201
H 5.90092 -0.65444 5.32694 0.0 0.1 -0.1 0.207
H 5.19632 0.73727 4.46611 0.0 0.0 0.2 0.238
```
Positions in Å, forces in eV/Å.

No. 2
ORCA calculation (ωB97M-V with the def2-TZVPD basis set) on a structure of composition C34H54ErN3O4.

## Properties
HOMO-LUMO gap (alpha / beta): 8.355 / 8.366 eV
Spin multiplicity: 4
LUMO energy (alpha / beta): 0.3897 / 0.3916 eV
E_HOMO (alpha / beta): -0.293 / -0.293 Ha
Energy above the lowest of the compared OMol25 structures with the same formula, charge and spin: 4.3 kcal/mol

```
96
Properties=species:S:1:pos:R:3:forces:R:3:mulliken_spin:R:1
Er -0.86306 1.28782 -0.69521 -0.9 0.0 -0.4 3.034
C -4.00686 1.87299 0.42713 0.4 0.8 0.3 0.002
N -3.14399 0.68759 0.36684 -0.2 -0.9 0.4 -0.009
C -3.89009 -0.32840 -0.39024 -0.1 -0.7 -0.3 0.001
C -2.82289 0.14466 1.72167 1.0 0.9 -0.3 0.001
C -1.62864 -0.83555 1.66568 -0.7 0.6 -1.1 0.002
N -0.34270 -0.24909 1.13970 -0.2 -0.3 1.5 -0.026
C 0.55800 -1.35644 0.70730 1.6 1.0 0.1 0.006
C 0.03010 -2.38582 -0.20118 -0.7 -1.2 1.1 -0.003
C 0.22912 -3.70205 0.19503 0.1 -0.5 -1.7 0.000
C -0.19643 -4.75889 -0.64557 0.5 0.9 1.0 0.000
C -0.89352 -4.36562 -1.76786 0.0 -0.4 -0.1 0.000
C -1.16337 -3.05494 -2.16760 -1.1 0.7 -0.7 -0.001
C -0.71560 -2.00613 -1.32356 0.4 0.0 -0.2 -0.003
O -0.84795 -0.67135 -1.44619 -0.3 -0.5 -0.8 0.006
C -2.09911 -2.89944 -3.44172 -0.6 0.1 0.8 0.000
C -1.61320 -3.71234 -4.64689 0.5 -0.9 0.3 0.000
C -3.54276 -3.40330 -3.06771 0.1 0.5 0.1 0.000
C -2.20514 -1.44628 -3.88795 0.8 0.9 0.5 0.000
C 0.14500 -6.20594 -0.25640 -0.6 0.7 0.0 0.000
C -0.46088 -6.46978 1.13381 0.2 -0.8 -0.2 0.000
C 1.65821 -6.39047 -0.35672 -0.3 -0.1 1.0 0.000
C -0.46354 -7.20148 -1.21265 0.3 -0.8 0.0 0.000
C 0.35998 0.56077 2.21435 -0.5 -0.4 -0.1 -0.001
C 1.14521 1.73561 1.71437 -1.0 0.2 -0.2 0.008
C 2.51943 1.82463 1.90005 0.1 -0.1 -0.3 0.001
C 3.19042 3.00922 1.67677 -0.3 1.0 -0.3 0.001
C 2.38730 4.08695 1.25179 1.1 0.6 0.1 -0.001
C 1.01389 4.06042 1.00668 0.6 -0.7 0.3 -0.002
C 0.34861 2.83103 1.26080 0.7 0.1 -0.2 -0.002
O -0.96420 2.67310 1.06275 0.3 -0.5 -0.4 -0.010
C 0.25425 5.32087 0.67311 0.0 0.1 -0.4 0.000
C -0.85302 5.54322 1.65025 -0.2 0.5 1.2 0.000
C -0.35153 5.32828 -0.75288 0.1 -0.3 -0.2 0.001
C 1.16488 6.51454 0.83015 0.5 -0.2 -0.7 0.000
C 4.70000 3.21668 1.96637 -0.7 -0.9 0.0 0.000
C 5.47428 2.01283 1.38108 0.0 -0.4 0.4 0.000
C 5.31471 4.47644 1.34387 0.9 -0.9 -0.4 0.000
C 4.89733 3.24794 3.49414 -0.1 -0.6 0.1 0.000
H -5.02795 1.71687 0.81405 0.3 -0.5 -0.1 0.000
H -4.08082 2.24298 -0.60130 -0.1 0.2 0.3 0.000
H -3.53314 2.61873 1.08575 -0.1 -0.1 -0.5 0.000
H -4.85552 -0.56201 0.12733 0.5 0.2 -0.4 0.000
H -3.32934 -1.28233 -0.49941 -0.2 0.7 0.0 0.000
H -4.07786 0.07384 -1.39500 -0.1 -0.3 0.2 0.000
H -3.67907 -0.38117 2.17058 0.1 0.2 -0.1 0.000
H -2.56415 1.03635 2.31471 -0.1 -0.4 0.1 0.000
H -1.92399 -1.60523 0.94576 0.2 -0.1 0.3 0.000
H -1.58395 -1.30231 2.64173 0.6 -0.2 0.3 0.000
H 0.99488 -1.84912 1.60172 -0.3 0.3 -0.3 0.000
H 1.42677 -0.91358 0.15018 -0.5 0.2 0.6 -0.002
H 0.87347 -3.90756 1.03587 -0.1 0.0 0.3 0.000
H -1.28225 -5.16259 -2.37433 -0.1 -0.1 -0.4 0.000
H -1.63747 -4.80519 -4.42224 0.1 0.7 -0.2 0.000
H -0.58082 -3.45132 -4.94274 -0.4 0.0 0.2 0.000
H -2.27300 -3.54216 -5.50125 0.0 0.0 0.1 0.000
H -3.51977 -4.39578 -2.57743 -0.1 0.5 -0.2 0.000
H -4.16607 -3.46809 -3.98575 0.4 0.0 0.5 0.000
H -4.04276 -2.66160 -2.39070 0.4 -0.7 -0.4 0.000
H -1.20933 -1.11014 -4.17246 0.2 0.0 -0.2 0.000
H -2.44798 -0.73452 -3.08716 -0.3 -0.5 -0.2 0.001
H -2.84874 -1.24464 -4.73741 -0.3 -0.4 -0.1 0.000
H -0.00548 -5.81540 1.86494 0.0 0.1 0.3 0.000
H -0.27556 -7.52831 1.43944 -0.1 0.7 -0.2 0.000
H -1.55008 -6.30003 1.10180 0.4 0.0 0.1 0.000
H 2.26104 -5.68874 0.22592 -0.2 0.0 -0.1 0.000
H 1.87928 -6.28844 -1.39281 0.6 0.2 -0.8 0.000
H 1.92209 -7.39737 -0.04847 0.1 -0.2 0.1 0.000
H -1.53019 -7.11438 -1.26394 -0.8 -0.1 0.2 0.000
H -0.16892 -8.22771 -0.91801 -0.3 0.4 -0.1 0.000
H -0.12149 -7.06272 -2.22286 0.4 0.1 -0.5 0.000
H 0.98275 -0.06135 2.86328 0.1 -0.3 -0.3 -0.001
H -0.42221 0.94162 2.86857 -0.2 0.1 -0.1 0.001
H 3.04339 0.92987 2.19326 0.1 -0.2 0.3 0.000
H 2.95675 5.03268 1.16027 -0.8 -0.7 -0.2 0.000
H -1.61005 4.78899 1.63059 -0.4 -0.5 0.0 0.000
H -1.26561 6.47417 1.31574 -0.7 0.7 0.2 0.000
H -0.50000 5.67823 2.69677 -0.1 -0.2 -0.6 0.000
H -1.02091 4.45775 -0.87663 0.3 0.4 -0.1 0.000
H 0.48860 5.27554 -1.46016 -0.4 -0.1 -0.1 0.000
H -0.96112 6.23344 -1.01111 0.6 -0.6 0.6 0.000
H 1.54457 6.55765 1.84402 0.5 0.1 0.0 0.000
H 0.61353 7.40469 0.66533 -0.7 1.0 -0.1 0.000
H 1.92922 6.50418 0.04547 0.3 0.0 0.5 0.000
H 5.37968 1.97165 0.30611 -0.1 0.1 -0.4 0.000
H 5.19792 1.00516 1.76099 -0.1 0.8 0.0 0.000
H 6.52872 2.12640 1.59984 0.4 0.1 0.1 0.000
H 5.36633 4.38121 0.24226 -0.4 0.3 0.4 0.000
H 6.37460 4.46003 1.64234 -0.2 0.2 0.1 0.000
H 4.89919 5.42047 1.66971 -0.2 0.1 0.0 0.000
H 4.40343 2.36977 3.95952 0.3 0.5 -0.2 0.000
H 4.47566 4.14581 3.94413 -0.1 0.1 0.0 0.000
H 5.96658 3.20170 3.73376 -0.1 0.1 0.0 0.000
O -0.20603 2.41887 -2.79459 1.2 -0.1 0.7 -0.002
N -1.27796 2.99519 -3.02801 -0.8 -0.6 -0.2 0.000
O -2.25110 2.40763 -2.48132 -0.1 0.2 0.7 -0.001
```
Positions in Å, forces in eV/Å.